Entry from the Open Molecules 2025 dataset: a cluster of 11 separate species, C44H88O22S11 in total (ωB97M-V/def2-TZVPD).

XYZ file:
```
165
Properties=species:S:1:pos:R:3
O -0.405 8.092 -3.000
S 0.601 7.103 -2.764
O 1.906 7.383 -3.329
C 0.718 6.514 -1.074
C -0.007 5.054 -1.026
C 0.286 4.451 -2.397
C 0.173 5.480 -3.522
H 0.215 7.239 -0.434
H 1.785 6.502 -0.854
H 0.299 4.381 -0.225
H -1.093 5.000 -0.948
H -0.509 3.726 -2.571
H 1.241 3.932 -2.311
H -0.877 5.572 -3.799
H 0.829 5.341 -4.381
O -3.670 6.078 -2.233
S -4.652 5.987 -1.151
O -5.423 7.147 -0.759
C -5.895 4.716 -1.762
C -4.972 3.422 -1.487
C -4.591 3.583 0.025
C -4.127 4.951 0.366
H -6.128 4.870 -2.815
H -6.863 4.674 -1.263
H -5.491 2.555 -1.895
H -4.164 3.435 -2.219
H -3.714 2.965 0.218
H -5.359 3.152 0.667
H -3.084 5.234 0.510
H -4.830 5.476 1.012
O 6.113 -0.032 -5.575
S 4.693 -0.023 -6.076
O 4.457 -0.612 -7.446
C 3.435 -0.638 -4.807
C 2.468 0.474 -4.320
C 2.473 1.525 -5.499
C 3.926 1.673 -5.985
H 3.848 -1.301 -4.046
H 2.979 -1.397 -5.442
H 1.463 0.170 -4.027
H 2.941 0.921 -3.446
H 1.949 2.466 -5.331
H 1.834 1.088 -6.267
H 4.561 2.115 -5.217
H 3.930 2.121 -6.979
O -7.803 -1.422 0.914
S -6.435 -1.324 0.393
O -6.022 -0.293 -0.576
C -5.260 -1.369 1.789
C -4.333 -2.592 1.467
C -5.215 -3.580 0.758
C -5.948 -2.894 -0.390
H -5.803 -1.564 2.714
H -4.889 -0.345 1.831
H -3.539 -2.373 0.754
H -4.017 -2.839 2.481
H -5.872 -3.991 1.525
H -4.676 -4.482 0.469
H -6.806 -3.351 -0.882
H -5.178 -2.508 -1.058
O -1.311 1.825 0.016
S -0.181 0.984 -0.363
O 0.787 1.342 -1.435
C 0.852 0.626 1.125
C 0.189 -0.583 1.720
C -0.873 -1.268 0.815
C -0.738 -0.703 -0.637
H 1.019 1.525 1.718
H 1.770 0.339 0.613
H 0.906 -1.372 1.947
H -0.237 -0.409 2.708
H -1.797 -0.800 1.155
H -0.913 -2.357 0.814
H -1.424 -0.815 -1.477
H 0.087 -1.200 -1.147
O 4.582 1.611 0.682
S 4.728 3.097 0.457
O 5.019 3.967 1.599
C 6.087 3.334 -0.725
C 5.450 3.516 -2.081
C 4.195 4.290 -1.992
C 3.525 3.849 -0.670
H 6.833 2.557 -0.561
H 6.580 4.249 -0.397
H 6.122 3.867 -2.863
H 5.282 2.473 -2.350
H 3.613 4.289 -2.913
H 4.470 5.343 -1.924
H 2.846 3.029 -0.902
H 3.005 4.668 -0.173
O -5.850 1.350 3.540
S -4.782 1.547 4.510
O -4.948 0.955 5.814
C -3.252 1.125 3.669
C -2.469 2.455 3.294
C -2.920 3.561 4.226
C -4.488 3.422 4.643
H -3.424 0.450 2.831
H -2.651 0.606 4.416
H -1.393 2.456 3.116
H -2.739 2.868 2.323
H -2.617 4.419 3.626
H -2.269 3.487 5.097
H -5.252 4.058 4.194
H -4.573 3.704 5.692
O 0.702 -4.540 -4.627
S -0.322 -3.655 -4.100
O -0.276 -2.936 -2.838
C -0.763 -2.409 -5.285
C -2.326 -2.169 -5.130
C -3.043 -3.491 -5.098
C -2.109 -4.543 -4.286
H -0.599 -2.767 -6.302
H -0.151 -1.513 -5.185
H -2.588 -1.883 -4.112
H -2.738 -1.437 -5.825
H -3.195 -3.930 -6.084
H -4.008 -3.272 -4.640
H -2.038 -5.450 -4.886
H -2.428 -4.892 -3.304
O 4.883 -6.181 1.784
S 4.592 -5.826 0.369
O 5.040 -6.699 -0.712
C 2.786 -5.631 0.338
C 2.524 -4.143 0.796
C 3.447 -3.188 -0.034
C 4.845 -3.876 0.149
H 2.185 -6.436 0.760
H 2.302 -5.712 -0.635
H 1.483 -3.902 0.579
H 2.724 -4.120 1.867
H 3.412 -2.201 0.428
H 3.205 -3.219 -1.097
H 5.336 -3.654 1.097
H 5.523 -3.605 -0.659
O -0.217 -4.392 2.534
S -1.207 -4.922 3.464
O -2.579 -4.427 3.756
C -1.398 -6.705 2.969
C -0.078 -7.328 3.435
C 0.335 -6.759 4.804
C -0.216 -5.275 5.054
H -1.821 -6.941 1.992
H -2.242 -6.887 3.634
H -0.218 -8.401 3.570
H 0.597 -7.053 2.625
H 1.397 -6.757 5.048
H -0.090 -7.399 5.577
H 0.449 -4.415 5.128
H -0.880 -5.305 5.918
O 1.657 -0.071 4.318
S 2.759 -0.976 4.333
O 2.543 -2.437 4.379
C 4.016 -0.468 3.039
C 5.194 0.002 3.864
C 4.811 0.444 5.348
C 3.809 -0.614 5.771
H 3.430 0.336 2.593
H 4.218 -1.171 2.231
H 5.914 -0.802 3.709
H 5.622 0.898 3.415
H 4.275 1.388 5.444
H 5.711 0.327 5.952
H 3.136 -0.477 6.617
H 4.347 -1.506 6.091
```

Its spin multiplicity is 1. As for the HOMO energy: -9.8304 eV. The value obtained for the total energy is -7764.26446 Ha. As for the structure (SMILES): O=S1(=O)CCCC1.O=S1(=O)CCCC1.O=S1(=O)CCCC1.O=S1(=O)CCCC1.O=S1(=O)CCCC1.O=S1(=O)CCCC1.O=S1(=O)CCCC1.O=S1(=O)CCCC1.O=S1(=O)CCCC1.O=S1(=O)CCCC1.O=S1(=O)CCCC1.